Record 1
20
Properties=species:S:1:pos:R:3:forces:R:3 method="wB97M-V/def2-TZVPD" e_homo_ev=-17.6537 charge=+2 fmax_ev_per_a=3.33
N 1.71629 -2.67726 -0.78177 1.4 -0.2 2.1
C 1.43030 -2.33728 0.45557 -2.6 0.7 -1.2
N 0.45447 -1.40220 0.71828 0.5 0.0 -0.4
C 0.39546 0.03930 0.50895 -0.9 -0.2 1.4
C -0.74976 0.67875 -0.28112 -0.4 0.4 -1.0
C -0.81097 2.12721 0.19943 -1.2 0.4 0.1
N -1.99191 2.86412 -0.57752 1.7 -0.4 2.9
H 2.06344 -3.62966 -0.87393 0.9 0.4 -0.5
H 1.84601 -1.97484 -1.50023 -0.7 -0.3 -0.5
H 1.73383 -2.87646 1.34697 -0.1 -1.1 -0.5
H -0.38269 -1.86336 1.05898 0.3 0.2 0.9
H 1.35391 0.36432 0.14239 0.3 0.3 -0.3
H 0.27968 0.42876 1.53358 0.4 0.1 -0.2
H -0.54931 0.56625 -1.34574 0.0 0.3 -0.2
H -1.80861 0.37987 -0.16967 0.7 -1.0 0.5
H 0.08995 2.72814 -0.01847 -0.5 -0.2 0.7
H -1.19051 2.02170 1.23460 0.9 0.9 -0.3
H -1.57450 2.69865 -1.48817 -1.8 0.5 -1.0
H -2.87825 2.53925 -0.17112 -0.1 -1.1 -1.6
H -2.11402 3.83163 -0.26749 1.1 0.5 -0.7

Record 2
64
Properties=species:S:1:pos:R:3:forces:R:3 method="wB97M-V/def2-TZVPD" e_homo_ev=-2.1719 charge=-1 fmax_ev_per_a=2.89
O -0.88344 -5.96319 -2.05911 -0.5 -1.7 -0.3
C -1.53576 -7.00804 -1.30329 -0.1 0.3 -0.2
C -1.26972 -8.03760 -2.40153 0.1 0.0 0.0
H -2.59119 -6.73531 -1.14448 0.3 -0.3 0.2
H -1.01893 -7.19951 -0.35472 -0.3 0.1 0.0
C -0.67657 -6.84830 -3.18235 -0.2 0.0 -0.1
H -2.16402 -8.48194 -2.83879 0.2 -0.1 0.0
H -0.51979 -8.78591 -2.13233 -0.3 -0.1 -0.1
C -1.49705 -6.39626 -4.36808 0.0 0.0 -0.3
H -2.55221 -6.28146 -4.10311 0.1 0.0 0.0
H -1.41987 -7.12990 -5.17974 0.0 0.1 0.1
H -1.12084 -5.43758 -4.73268 -0.1 0.0 0.1
C 0.79406 -6.91712 -3.51017 0.1 -0.2 -0.1
H 1.37762 -7.19017 -2.62440 -0.1 0.1 -0.1
H 1.12000 -5.93970 -3.88157 0.1 -0.2 0.1
H 0.96958 -7.67077 -4.28593 0.0 0.1 0.0
Be 0.58602 -0.56925 1.43794 -1.5 0.9 -0.1
C 2.19479 0.29948 0.98212 0.8 -0.3 0.1
C 2.21850 -0.17028 2.33267 0.1 -0.1 -0.3
C 1.88577 -1.55919 2.33082 0.5 0.2 0.0
H 2.46890 0.42621 3.20302 -0.4 0.0 -0.1
C 1.72570 -1.94573 0.96871 0.7 0.0 -0.1
C 1.93063 -0.81206 0.13469 0.4 0.0 0.2
H 1.90111 -0.81265 -0.95451 -0.4 0.2 0.4
H 2.38249 1.31887 0.64985 -0.4 -0.4 0.2
H 1.78824 -2.21705 3.19455 0.0 0.3 -0.3
H 1.61018 -2.95399 0.61212 -0.1 0.6 0.1
C -0.60699 1.97419 -1.90451 -0.3 -0.7 -0.7
C 0.22606 1.06326 -2.62330 -0.7 0.1 0.4
C -0.51217 -0.13950 -2.82979 -0.3 0.5 0.4
H 1.24368 1.26650 -2.95755 -0.2 -0.1 0.0
C -1.80543 0.03098 -2.24791 0.7 0.5 0.0
C -1.86736 1.34231 -1.68682 0.8 -0.2 -0.5
H -2.72855 1.79829 -1.20036 0.2 -0.1 0.0
H -0.32298 2.97848 -1.59295 -0.1 -0.3 0.0
H -0.16158 -1.03034 -3.34763 -0.1 0.1 0.0
H -2.60164 -0.70949 -2.25867 0.1 0.1 0.0
O -1.42050 -3.53114 -2.10835 0.7 -0.3 1.8
C -0.07210 -3.60883 -1.57194 0.3 0.7 -0.6
C -0.08844 -4.37908 -0.24554 -0.2 -0.3 -0.1
H 0.28100 -2.56687 -1.45531 -0.1 -0.3 0.1
H 0.56381 -4.08974 -2.32329 -0.1 0.1 0.1
C -1.47233 -4.04620 0.29180 0.0 0.7 0.0
H 0.69622 -4.12000 0.45995 -0.3 -0.1 -0.2
H 0.00031 -5.45025 -0.41106 0.2 0.4 0.1
C -2.28828 -3.69359 -0.96918 -0.6 0.9 -0.2
H -1.39055 -3.16402 0.95163 -0.2 -0.3 -0.2
H -1.92083 -4.86273 0.85893 0.0 0.0 0.0
H -2.80259 -2.72146 -0.83655 0.1 -0.5 0.1
H -3.05838 -4.45786 -1.16712 0.3 0.1 -0.2
Br -3.84422 -0.12597 0.85877 -0.3 0.2 0.5
C -3.55299 1.31755 2.06044 0.5 0.4 0.5
C -4.61503 1.91805 2.74401 0.2 0.4 0.1
C -4.39531 3.09485 3.48747 0.4 -0.3 -0.2
C -3.11489 3.67199 3.54074 -0.2 -0.2 0.0
C -2.05450 3.05021 2.88640 -0.3 -0.3 0.2
C -2.25399 1.84490 2.20786 -0.9 0.1 -0.3
C -1.07157 1.26922 1.53168 2.3 -0.5 -1.6
O -0.30832 1.99711 0.89247 -1.0 -0.8 1.7
O -0.85551 -0.05223 1.68488 0.1 1.0 0.3
H -5.61097 1.48346 2.68234 0.2 0.1 -0.1
H -5.23076 3.57244 4.00670 0.3 -0.2 -0.2
H -2.92622 4.60250 4.08556 -0.2 -0.3 -0.2
H -1.04893 3.47225 2.87972 -0.3 -0.1 0.0

Record 3
15
Properties=species:S:1:pos:R:3:forces:R:3 method="wB97M-V/def2-TZVPD" e_homo_ev="-7.9430 / -8.3756" charge=0 fmax_ev_per_a=3.19
C 2.27403 0.29034 -0.13844 -0.1 -0.2 0.0
C -0.01433 -0.45470 0.10242 -0.8 1.7 2.6
N 0.85968 0.42843 -0.41769 0.0 0.4 -0.4
O -1.98519 0.17400 -1.40592 0.4 -0.7 0.6
O -2.51196 -0.85100 0.77880 0.1 0.0 0.0
O -1.76081 1.51521 0.59284 0.2 0.4 0.1
S 0.15565 -2.15259 0.02570 0.7 -0.8 -0.3
S -1.67933 0.14913 0.19688 -0.5 0.1 -0.9
H 2.63448 -0.63176 -0.59252 0.2 0.1 0.0
H 2.79990 1.14176 -0.55971 0.0 -0.1 -0.1
H 2.44680 0.24638 0.94216 0.0 0.0 0.1
H -0.07566 0.19145 2.08588 0.0 -0.9 -1.8
H -2.51845 0.94121 -1.62350 -0.2 0.4 0.1
H 0.50548 1.37507 -0.30736 0.2 -0.1 0.0
H -1.13027 -2.36292 0.32047 -0.1 -0.1 0.1

The records above give, respectively, ΔE to the lowest compared entry with this formula, charge and spin values of 65.12, 0.00, 88.07 kcal/mol.
The records above give, respectively, energy values of -8810.7531, -106114.6405, -31486.5152 eV.